The following is a DFT calculation (ωB97M-V with the def2-TZVPD basis set) of a structure of composition C39H58BClN8O7P2TeY.

Atoms and positions in Å:
Y -0.38210 -1.25432 0.27059
O -2.64825 -0.13148 0.50570
C -3.39950 -0.12758 1.47366
C -3.39596 -1.03094 2.59341
C -4.30815 -0.77661 3.61654
C -4.38180 -1.60965 4.70422
C -3.56078 -2.75151 4.79171
C -2.67340 -3.02992 3.79838
C -2.51782 -2.17016 2.65929
O -1.65220 -2.42740 1.77893
N -5.32147 -1.31923 5.76452
O -5.35428 -2.07148 6.72621
O -6.03745 -0.33488 5.65509
H -4.19426 0.64297 1.51519
H -4.95977 0.08613 3.56123
H -3.65540 -3.39522 5.65451
H -2.04293 -3.90874 3.83828
C -0.00500 -0.70001 -4.47980
N -1.46047 -0.68048 -4.32385
C -2.23989 -0.95588 -5.51123
P -2.03701 -0.33077 -2.84920
O -1.54923 -1.19476 -1.75953
O -1.58975 1.22332 -2.62204
P -0.59594 1.91126 -1.55538
O -0.06576 0.92016 -0.59621
N 0.60620 2.64560 -2.37673
C 0.29728 3.56946 -3.45605
C 1.91241 1.99462 -2.49562
N -1.54888 3.13399 -1.00672
C -0.93354 4.25014 -0.29660
C -2.92799 2.88713 -0.60807
N -3.66542 -0.26254 -2.91933
C -4.35911 0.74085 -3.70178
C -4.49689 -1.06646 -2.03157
H 0.31214 -1.66765 -4.87252
H 0.48121 -0.57799 -3.51229
H 0.32668 0.09967 -5.14956
H -1.81027 -1.81940 -6.02088
H -2.24009 -0.10504 -6.20315
H -3.26668 -1.19922 -5.24512
H -0.67144 4.03734 -3.28856
H 0.27955 3.05752 -4.42434
H 1.06203 4.34854 -3.48970
H 2.09216 1.36716 -1.62831
H 2.68189 2.76580 -2.55015
H 1.97903 1.36938 -3.38942
H 0.07045 4.42747 -0.67726
H -0.86975 4.06013 0.77952
H -1.53432 5.14860 -0.45956
H -3.30648 1.98148 -1.07613
H -3.54854 3.73529 -0.91011
H -3.00659 2.76049 0.47611
H -3.65544 1.30466 -4.31259
H -4.88713 1.44522 -3.05025
H -5.09219 0.27369 -4.36628
H -3.87247 -1.71673 -1.42336
H -5.18798 -1.67896 -2.61680
H -5.07406 -0.41537 -1.36777
C 2.65039 -1.43851 1.85097
N 1.38188 -2.15431 2.03808
C 1.63010 -3.59617 1.97356
C 0.84658 -1.82948 3.36378
C 0.29412 -0.42641 3.45093
C 0.27846 0.20760 4.69206
C -0.29755 1.46428 4.82877
C -0.83491 2.07970 3.70537
C -0.77390 1.43629 2.47285
C -0.22501 0.16126 2.28514
H 3.35004 -1.68645 2.66305
H 2.48585 -0.36285 1.84265
H 3.09535 -1.72306 0.90089
H 2.33721 -3.90286 2.76021
H 2.03923 -3.85744 0.99982
H 0.69303 -4.13664 2.09466
H 1.63141 -1.98951 4.12091
H 0.04976 -2.54673 3.57260
H 0.70321 -0.28869 5.56062
H -0.33150 1.95101 5.79662
H -1.29399 3.06088 3.79214
H -1.19510 1.95440 1.61105
B 3.62779 -0.99534 -2.92623
C 2.45248 -1.21543 -1.89190
N 1.60013 -1.36388 -1.12514
H 3.11453 -0.80139 -4.01449
H 4.31654 -1.99095 -2.93072
H 4.24822 -0.01486 -2.55596
Cl 3.25353 5.14182 -0.95923
C 2.90107 4.12601 0.41210
C 2.10135 4.60382 1.43383
C 1.83571 3.75660 2.49282
C 2.38227 2.47991 2.48106
N 3.17459 2.03705 1.50899
C 3.42484 2.84588 0.48357
H 1.69654 5.60654 1.38914
H 1.19586 4.06191 3.30857
H 2.15458 1.78143 3.27951
H 4.06528 2.46576 -0.30418
C 0.97351 -4.23532 -6.99139
C 0.56227 -4.25359 -5.54250
C 1.50008 -4.35462 -4.52729
C 1.13372 -4.40279 -3.18222
C 2.21298 -4.61036 -2.15806
C -0.21945 -4.29998 -2.81770
Te -0.81585 -4.39082 -0.77498
C -1.17652 -4.18344 -3.84279
C -2.64582 -4.08386 -3.53812
C -0.77573 -4.18050 -5.17575
H 2.04370 -4.05180 -7.09041
H 0.44662 -3.45499 -7.54629
H 0.75184 -5.18685 -7.48203
H 2.55457 -4.40185 -4.78128
H 3.20061 -4.54867 -2.61644
H 2.09337 -5.58675 -1.68083
H 2.14632 -3.86693 -1.36675
H -2.83193 -3.29706 -2.80708
H -3.01332 -5.00463 -3.07975
H -3.21906 -3.88860 -4.44880
H -1.53620 -4.11931 -5.95146

The calculation puts the max |F| at 0.0094 Eh/bohr. Its charge is -1. For the LUMO energy, the calculation gives 1.909 eV. The HOMO energy is -3.764 eV. Its total energy is -3960.1074 hartree.